Entry 1:
The following is a DFT calculation (ωB97M-V with the def2-TZVPD basis set) of a single C26H34N4O2S molecule.

XYZ file:
```
67
C26H34N4O2S (ωB97M-V with the def2-TZVPD basis set)
C 4.347 -2.898 -1.303
C 3.769 -3.698 -0.633
C 3.034 -4.569 0.260
C 1.603 -4.081 0.539
C 1.596 -3.007 1.640
C 0.465 -1.995 1.604
C -0.389 -1.895 2.702
C -0.237 -2.765 3.929
C -1.399 -0.968 2.728
C -1.615 -0.106 1.682
C -0.774 -0.189 0.592
C 0.256 -1.130 0.518
C 1.115 -1.167 -0.732
C 0.363 -1.841 -1.921
C 0.405 -1.035 -3.218
C 1.605 -1.413 -4.091
S -1.077 0.954 -0.743
C -1.577 2.383 0.201
C -1.224 3.673 -0.211
C -0.377 3.882 -1.434
C 1.158 3.891 -1.174
N 1.578 5.279 -0.913
N 1.888 3.428 -2.357
N 1.603 3.055 -0.072
C -1.672 4.732 0.553
C -2.410 4.509 1.695
C -2.733 3.237 2.092
C -2.327 2.149 1.335
N -2.681 0.841 1.785
C -3.988 0.357 1.267
C -3.946 -0.785 0.272
O -4.155 -0.602 -0.903
O -3.732 -2.022 0.758
H 4.613 -2.177 -2.031
H 3.059 -5.593 -0.104
H 3.560 -4.571 1.214
H 1.044 -4.934 0.916
H 1.106 -3.761 -0.363
H 2.548 -2.482 1.708
H 1.508 -3.545 2.573
H -0.080 -3.811 3.693
H -1.080 -2.634 4.593
H 0.634 -2.413 4.485
H -2.057 -0.904 3.583
H 2.034 -1.686 -0.501
H 1.331 -0.149 -1.035
H -0.671 -2.007 -1.628
H 0.785 -2.822 -2.127
H -0.491 -1.248 -3.800
H 0.393 0.035 -3.026
H 1.643 -0.803 -4.988
H 1.501 -2.450 -4.398
H 2.514 -1.312 -3.501
H -0.656 3.150 -2.186
H -0.638 4.850 -1.857
H 1.655 5.373 0.095
H 2.543 5.310 -1.230
H 1.471 3.816 -3.195
H 1.786 2.420 -2.393
H 1.143 3.287 0.796
H 1.535 2.070 -0.267
H -1.418 5.745 0.274
H -2.735 5.332 2.312
H -3.296 3.049 2.992
H -4.645 0.087 2.095
H -4.462 1.173 0.738
H -4.073 -2.625 0.083
```

Properties
* calculated total energy: -1778.792871 Ha
* structure (SMILES): C#CCCCc1c(C)cc2c(c1CCCC)Sc1c(CC(N)(N)N)cccc1N2CC(=O)O
* orbital gap: 0.315 hartree
* relative energy (zero: lowest compared OMol25 entry of this formula, charge and spin): 106.42 kJ/mol

For each atom in turn, the Löwdin charge in e is:
1. C 0.110
2. C -0.151
3. C -0.206
4. C -0.167
5. C -0.132
6. C -0.109
7. C -0.206
8. C -0.040
9. C 0.019
10. C -0.255
11. C -0.348
12. C -0.159
13. C -0.142
14. C -0.192
15. C -0.273
16. C -0.100
17. S 1.105
18. C -0.352
19. C -0.241
20. C -0.115
21. C -0.662
22. N 0.074
23. N 0.083
24. N 0.093
25. C -0.038
26. C -0.076
27. C -0.014
28. C -0.248
29. N -0.024
30. C -0.036
31. C -0.512
32. O 0.099
33. O 0.114
34. H 0.026
35. H 0.114
36. H 0.118
37. H 0.114
38. H 0.084
39. H 0.131
40. H 0.086
41. H 0.075
42. H 0.074
43. H 0.093
44. H 0.128
45. H 0.079
46. H 0.075
47. H 0.109
48. H 0.095
49. H 0.106
50. H 0.065
51. H 0.068
52. H 0.072
53. H 0.060
54. H 0.086
55. H 0.113
56. H 0.066
57. H 0.070
58. H 0.080
59. H 0.061
60. H 0.079
61. H 0.043
62. H 0.118
63. H 0.105
64. H 0.118
65. H 0.129
66. H 0.133
67. H 0.129

Entry 2:
The following is a DFT calculation (ωB97M-V with the def2-TZVPD basis set) of C26H34N4O2W as an isolated structure.

XYZ file:
```
67
C26H34N4O2W (ωB97M-V with the def2-TZVPD basis set)
W 0.328 -0.499 0.004
C 0.820 3.090 2.487
C 0.201 1.729 2.613
C -0.609 1.216 1.565
C -1.340 0.022 1.737
C -1.303 -0.632 2.994
C -0.510 -0.133 4.002
C 0.258 1.028 3.800
H 0.959 3.383 1.446
H 1.770 3.154 3.016
H 0.150 3.826 2.938
H -0.854 1.884 0.746
H -2.151 -0.210 1.051
H -1.935 -1.488 3.181
H -0.510 -0.612 4.972
H 0.846 1.423 4.620
C 2.404 0.524 -2.149
N 1.769 1.014 -0.870
C 2.874 1.402 0.038
C 0.904 2.131 -1.259
C 1.375 3.424 -1.389
C 0.490 4.440 -1.725
C -0.852 4.147 -1.895
C -1.321 2.844 -1.789
C -0.432 1.802 -1.528
N -0.779 0.428 -1.313
C -2.049 -0.114 -1.675
C -2.966 0.446 -2.558
C -4.230 -0.114 -2.685
C -4.587 -1.228 -1.949
C -3.640 -1.867 -1.162
C -2.363 -1.341 -1.068
N -1.216 -2.063 -0.505
C -0.720 -2.913 -1.662
C -1.604 -3.021 0.562
H 2.897 1.374 -2.621
H 1.634 0.131 -2.808
H 3.128 -0.254 -1.927
H 3.577 2.072 -0.456
H 3.423 0.498 0.301
H 2.481 1.882 0.931
H 2.415 3.660 -1.215
H 0.848 5.454 -1.830
H -1.557 4.939 -2.105
H -2.381 2.676 -1.870
H -2.711 1.298 -3.166
H -4.939 0.340 -3.363
H -5.583 -1.639 -2.024
H -3.897 -2.797 -0.674
H -1.563 -3.500 -2.024
H 0.078 -3.565 -1.324
H -0.353 -2.267 -2.455
H -2.197 -3.835 0.145
H -2.183 -2.521 1.329
H -0.701 -3.452 0.990
N 1.537 -1.199 1.798
C 2.189 -2.540 1.799
C 3.146 -2.727 0.633
C 2.450 -2.735 -0.707
O 2.611 -3.505 -1.598
O 1.576 -1.696 -0.836
H 2.255 -0.497 1.983
H 0.935 -1.155 2.622
H 1.398 -3.291 1.771
H 2.725 -2.675 2.739
H 3.688 -3.665 0.750
H 3.896 -1.930 0.622
```

Properties
* calculated total energy: -1447.244608 Ha
* orbital gap (spin up / spin down): 0.261 / 0.244 hartree
* relative energy (zero: lowest compared OMol25 entry of this formula, charge and spin): 3.12 kJ/mol
* charge: +2
* multiplicity: 3

For each atom in turn, the Löwdin charge in e is:
1. W 1.749
2. C -0.019
3. C -0.251
4. C -0.125
5. C -0.186
6. C -0.071
7. C -0.046
8. C -0.009
9. H 0.067
10. H 0.099
11. H 0.112
12. H 0.113
13. H 0.109
14. H 0.118
15. H 0.131
16. H 0.136
17. C -0.013
18. N -0.283
19. C -0.043
20. C -0.235
21. C -0.010
22. C -0.035
23. C -0.032
24. C -0.007
25. C -0.218
26. N -0.086
27. C -0.196
28. C -0.004
29. C -0.033
30. C -0.035
31. C -0.002
32. C -0.242
33. N -0.282
34. C -0.008
35. C -0.040
36. H 0.115
37. H 0.105
38. H 0.094
39. H 0.106
40. H 0.085
41. H 0.076
42. H 0.123
43. H 0.124
44. H 0.124
45. H 0.107
46. H 0.114
47. H 0.125
48. H 0.124
49. H 0.122
50. H 0.117
51. H 0.086
52. H 0.107
53. H 0.106
54. H 0.078
55. H 0.089
56. N -0.057
57. C -0.174
58. C -0.066
59. C -0.538
60. O 0.174
61. O -0.284
62. H 0.101
63. H 0.062
64. H 0.119
65. H 0.137
66. H 0.144
67. H 0.131

Entry 3:
The following is a DFT calculation (ωB97M-V with the def2-TZVPD basis set) of C26H34N7O2PPtS4 as an isolated structure.

XYZ file:
```
75
C26H34N7O2PPtS4 (ωB97M-V with the def2-TZVPD basis set)
Pt 0.269 0.090 0.762
C -5.868 3.790 0.020
N -5.260 2.483 0.039
C -5.398 1.574 -1.089
C -4.464 0.411 -0.713
N -3.802 0.903 0.485
C -4.223 2.138 0.833
S -3.582 3.067 2.067
H -6.877 3.705 -0.382
H -5.295 4.491 -0.595
H -5.912 4.178 1.034
H -5.097 2.072 -2.016
H -6.435 1.255 -1.206
H -3.734 0.192 -1.493
H -5.026 -0.499 -0.497
H -2.844 0.636 0.703
C 4.695 -1.205 2.273
C 3.969 -2.005 1.398
C 2.734 -1.590 0.918
C 2.151 -0.361 1.287
C 2.925 0.429 2.157
C 4.164 0.021 2.644
H 5.659 -1.526 2.647
H 4.370 -2.963 1.085
H 2.200 -2.242 0.236
H 2.566 1.414 2.443
H 4.724 0.674 3.305
C 0.226 -0.268 5.328
N -0.583 0.987 4.977
C -2.018 0.808 5.471
N -2.590 -0.385 4.960
C -1.775 -1.526 5.356
N -0.411 -1.442 4.855
C -0.343 -1.567 3.388
P -1.170 -0.171 2.459
C -0.554 1.254 3.497
C -2.773 -0.322 3.491
H 0.300 -0.277 6.418
H 1.209 -0.142 4.872
H -0.167 1.781 5.462
H -2.573 1.686 5.141
H -1.964 0.774 6.561
H -2.233 -2.438 4.977
H -1.749 -1.573 6.449
H -0.830 -2.505 3.111
H 0.698 -1.628 3.075
H -1.190 2.118 3.300
H 0.475 1.472 3.216
H -3.310 -1.222 3.179
H -3.411 0.534 3.262
C -2.201 1.534 -3.884
O -1.184 0.583 -3.515
C -0.684 0.731 -2.280
O -1.320 1.020 -1.303
H -2.570 1.211 -4.852
H -1.752 2.524 -3.964
H -3.003 1.547 -3.151
S 2.356 0.273 -7.840
C 2.204 0.044 -6.213
S 0.918 0.821 -5.333
C 1.519 0.145 -3.852
N 2.551 -0.596 -4.006
N 2.938 -0.677 -5.318
C 4.092 -1.499 -5.558
C 4.907 -1.820 -4.473
C 6.021 -2.616 -4.665
C 6.335 -3.102 -5.927
C 5.514 -2.786 -6.995
C 4.391 -1.987 -6.823
S 1.078 0.525 -2.172
H 4.663 -1.450 -3.490
H 6.648 -2.856 -3.816
H 7.208 -3.723 -6.072
H 5.739 -3.162 -7.985
H 3.761 -1.755 -7.665
```

Properties
* calculated total energy: -3598.222782 Ha
* orbital gap: 0.212 hartree
* relative energy (zero: lowest compared OMol25 entry of this formula, charge and spin): 353.49 kJ/mol

For each atom in turn, the Löwdin charge in e is:
1. Pt 0.420
2. C -0.072
3. N -0.170
4. C -0.115
5. C -0.128
6. N 0.018
7. C -0.836
8. S 0.611
9. H 0.088
10. H 0.094
11. H 0.057
12. H 0.111
13. H 0.120
14. H 0.094
15. H 0.115
16. H 0.031
17. C -0.130
18. C -0.123
19. C -0.173
20. C -0.409
21. C -0.187
22. C -0.131
23. H 0.088
24. H 0.092
25. H 0.075
26. H 0.064
27. H 0.089
28. C -0.113
29. N -0.074
30. C -0.127
31. N -0.147
32. C -0.178
33. N -0.147
34. C -0.297
35. P 0.765
36. C -0.272
37. C -0.307
38. H 0.138
39. H 0.141
40. H 0.174
41. H 0.135
42. H 0.137
43. H 0.131
44. H 0.130
45. H 0.092
46. H 0.065
47. H 0.041
48. H 0.058
49. H 0.086
50. H 0.029
51. C -0.024
52. O -0.174
53. C -0.809
54. O -0.031
55. H 0.101
56. H 0.107
57. H 0.066
58. S 0.613
59. C -1.074
60. S 1.036
61. C -0.843
62. N 0.018
63. N -0.122
64. C -0.178
65. C -0.021
66. C -0.080
67. C -0.092
68. C -0.079
69. C -0.048
70. S 1.031
71. H 0.104
72. H 0.105
73. H 0.101
74. H 0.105
75. H 0.034